Below is a structure of composition C19H28N4O6P2PbS3 at a distorted geometry, with properties calculated with wB97M-V/def2-TZVPD.

Results
HOMO energy = -0.2601 Eh
energy relative to the best compared isomer or geometry (same formula, charge and spin) = 116.8 kJ/mol
lowest unoccupied orbital energy = -0.18 eV
molecular weight = 773.8 g/mol

Structure (ORCA input):
```
! wB97M-V def2-TZVPD RIJCOSX def2/J DEFGRID3
* xyz 0 1
Pb -0.046 -0.265 0.018
S 1.687 -0.192 4.534
C -0.013 -0.283 4.727
C -0.675 -0.302 3.534
C 0.160 -0.252 2.388
C 1.473 -0.182 2.783
C 2.600 -0.107 1.897
C 3.919 -0.012 2.352
C 4.949 0.033 1.435
C 4.650 -0.031 0.081
C 3.320 -0.123 -0.290
N 2.330 -0.150 0.584
H -0.426 -0.310 5.719
H -1.755 -0.310 3.497
H 4.109 0.022 3.414
H 5.973 0.121 1.768
H 5.426 -0.012 -0.670
H 3.023 -0.172 -1.326
N 0.178 3.100 -3.407
C 1.407 2.550 -2.778
C 2.612 3.291 -3.303
P 1.348 0.777 -3.376
O 2.835 0.643 -4.023
O 0.316 0.895 -4.478
O 1.157 -0.331 -2.402
P 1.177 2.968 -0.979
O 2.671 2.692 -0.396
O 0.834 4.404 -0.926
O 0.188 2.025 -0.342
H -0.086 2.211 -4.071
H 0.366 3.952 -3.935
H -0.526 3.300 -2.688
H 2.645 3.263 -4.392
H 3.520 2.836 -2.922
H 2.577 4.322 -2.951
H 2.985 -0.282 -4.225
H 2.769 3.257 0.373
C -2.716 -3.974 3.259
C -2.932 -3.592 1.837
C -3.135 -4.472 0.806
C -3.314 -3.936 -0.498
N -3.314 -2.650 -0.726
C -3.130 -1.776 0.269
S -3.130 -0.132 0.061
N -2.930 -2.276 1.552
C -3.522 -4.828 -1.673
H -2.540 -5.040 3.356
H -3.596 -3.714 3.846
H -1.868 -3.428 3.668
H -3.152 -5.534 0.974
H -2.720 -1.592 2.272
H -3.122 -5.823 -1.498
H -3.073 -4.384 -2.557
H -4.593 -4.914 -1.857
C 0.345 -3.676 -1.442
S 1.313 -2.898 -0.116
C 0.730 -3.862 1.322
H 0.768 -4.644 -1.693
H 0.415 -3.000 -2.289
H -0.692 -3.773 -1.138
H -0.355 -3.875 1.348
H 1.115 -3.354 2.199
H 1.122 -4.873 1.272
*
```

Here are the Mulliken charges for atoms 1 to 8, given in e: number 1, Pb, carries 1.085; number 2, S, carries -0.287; number 3, C, carries -0.559; number 4, C, carries -0.896; number 5, C, carries -0.271; number 6, C, carries 0.330; number 7, C, carries 0.692; number 8, C, carries -0.836

Below is a structure of composition C37H24AuBrF15GeO2SSb2 at a distorted geometry, with properties calculated with wB97M-V/def2-TZVPD.

Results
HOMO energy (spin up / spin down) = -0.4164 / -0.4164 Eh
energy relative to the best compared isomer or geometry (same formula, charge and spin) = 50.6 kJ/mol
lowest unoccupied orbital energy (spin up / spin down) = -6.35 / -6.35 eV
molecular weight = 1410.6 g/mol

Structure (ORCA input):
```
! wB97M-V def2-TZVPD RIJCOSX def2/J DEFGRID3
* xyz 1 1
Au -0.711 0.197 0.399
C 4.403 3.351 -0.481
Sb 2.354 2.613 -0.472
C 2.771 1.148 1.055
C 2.694 1.171 -2.184
C 2.577 1.900 -3.431
C 3.691 2.599 -3.918
C 3.604 3.410 -5.027
C 2.381 3.557 -5.681
C 1.273 2.871 -5.227
C 1.342 2.012 -4.128
C 0.167 1.265 -3.723
Sb -0.729 2.229 -1.863
C -0.836 4.250 -2.584
C -2.805 1.715 -2.156
H 4.558 4.021 -1.320
H 5.073 2.497 -0.547
H 4.598 3.886 0.442
H 3.673 0.616 0.762
H 1.954 0.441 1.160
H 2.938 1.642 2.008
H 1.972 0.379 -2.019
H 3.705 0.829 -1.989
H 4.635 2.484 -3.403
H 4.476 3.933 -5.390
H 2.304 4.189 -6.553
H 0.333 2.971 -5.746
H 0.365 0.243 -3.422
H -0.644 1.318 -4.439
H -1.157 4.226 -3.622
H 0.120 4.760 -2.509
H -1.575 4.762 -1.976
H -3.199 2.254 -3.013
H -3.344 2.013 -1.262
H -2.917 0.644 -2.310
Br -1.589 3.667 6.647
C -1.812 4.274 4.858
C -2.137 5.602 4.619
C -2.231 6.052 3.314
C -2.004 5.190 2.255
C -1.684 3.858 2.510
C -1.591 3.393 3.816
C -1.380 2.909 1.393
O -1.520 1.687 1.643
O -0.983 3.402 0.315
H -2.295 6.278 5.444
H -2.465 7.088 3.130
H -2.070 5.544 1.237
H -1.332 2.360 3.997
F -2.659 -2.913 -1.307
C -2.071 -4.078 -1.643
C -0.949 -4.435 -0.923
C -0.279 -5.582 -1.295
F 0.848 -5.884 -0.639
C -0.728 -6.386 -2.336
F -0.050 -7.470 -2.698
C -1.889 -6.027 -3.019
F -2.335 -6.781 -4.016
C -2.566 -4.855 -2.677
F -3.648 -4.477 -3.355
Ge -0.307 -3.184 0.463
S 0.342 -1.474 -0.753
C -1.731 -2.865 1.823
C -2.941 -3.531 1.842
F -3.201 -4.437 0.901
C -3.893 -3.289 2.829
F -5.049 -3.941 2.816
C -3.620 -2.363 3.835
F -4.525 -2.103 4.770
C -2.388 -1.710 3.857
F -2.102 -0.839 4.822
C -1.465 -1.992 2.862
F -0.244 -1.415 2.884
C 1.078 -3.997 1.630
C 0.724 -5.189 2.235
F -0.466 -5.709 1.899
C 1.532 -5.816 3.173
F 1.168 -6.968 3.724
C 2.729 -5.200 3.540
F 3.511 -5.750 4.461
C 3.099 -3.991 2.952
F 4.234 -3.391 3.303
C 2.271 -3.412 1.997
F 2.617 -2.247 1.436
*
```

Here are the Mulliken charges for atoms 1 to 8, given in e: number 1, Au, carries 1.088; number 2, C, carries -1.202; number 3, Sb, carries 0.559; number 4, C, carries -1.066; number 5, C, carries -1.158; number 6, C, carries 1.049; number 7, C, carries -0.855; number 8, C, carries -0.655

Q: Among the records above, which one has the highest molecular weight?
A: C37H24AuBrF15GeO2SSb2